[1]
The following is a DFT calculation (ωB97M-V with the def2-TZVPD basis set) of a structure of composition C21H26IMnN3 in a non-equilibrium geometry.

Results
electronic energy = -66089.1208 eV
molar mass = 502.3 u
⟨S²⟩ = 8.760
maximum force = 0.042 Eh/bohr

Geometry as ORCA input:
```
! RIJCOSX wB97M-V def2-TZVPD def2/J DEFGRID3
* xyz 0 6
C -2.34779 2.45148 0.24189
C -1.84997 2.03256 -1.14068
H -2.78271 1.61115 0.81883
H -3.15489 3.18105 0.13990
H -1.58427 2.94404 0.84782
H -1.50053 0.99194 -1.22274
H -2.70487 2.09790 -1.82216
H -1.10015 2.72751 -1.54759
C 0.37770 -1.53278 2.28126
C 0.48308 -2.80461 2.80903
C 0.56545 -3.86933 1.90189
C 0.45106 -3.63022 0.52787
H 0.52554 -0.61954 2.86888
H 0.48843 -2.92050 3.89808
H 0.73131 -4.88413 2.25158
H 0.61611 -4.40838 -0.22214
N 0.03549 -1.32201 1.00098
C 0.17431 -2.32741 0.09059
C 0.25195 -1.90823 -1.30093
N 0.00518 -0.58218 -1.53455
C 0.35189 -0.05442 -2.72639
C 1.15957 -2.18138 -3.52474
C 0.92672 -0.81351 -3.74586
H 0.16965 1.01494 -2.86189
H 1.17346 -0.32130 -4.68223
C 0.80225 -2.73808 -2.29645
H 1.00229 -3.78737 -2.06541
H 1.60760 -2.80059 -4.29896
Mn -0.31557 0.66872 0.44502
I -1.66899 0.98775 3.05212
C 1.93951 5.29205 2.20882
N 1.74269 4.40511 1.10106
C 2.32730 4.75565 -0.15843
C 1.29883 3.06462 1.34535
C 2.32106 2.01361 1.03096
C 3.68969 2.20911 1.29826
C 4.60992 1.21419 0.92968
C 4.15466 0.06501 0.27200
C 2.77596 -0.07829 -0.02196
C 1.86575 0.84754 0.44197
H 1.83023 6.32801 1.86262
H 2.94309 5.18871 2.66191
H 1.19566 5.06915 2.98429
H 3.37144 4.41387 -0.26742
H 1.75138 4.32227 -0.98858
H 2.31911 5.85026 -0.23943
H 0.96003 2.99999 2.39503
H 0.40237 2.88189 0.70976
H 4.02462 3.12687 1.81014
H 5.67159 1.34752 1.14168
H 4.83968 -0.72820 -0.02513
H 2.45571 -0.94288 -0.60675
*
```

***

[2]
The following is a DFT calculation (ωB97M-V with the def2-TZVPD basis set) of the molecule C21H26N2O.

Results
electronic energy = -27227.5967 eV
SMILES = CCCCN(CC)Cc1c(C)[nH]c2c(ccc3ccccc32)c1=O
molar mass = 322.5 u
maximum force = 0.015 Eh/bohr

Geometry as ORCA input:
```
! RIJCOSX wB97M-V def2-TZVPD def2/J DEFGRID3
* xyz 0 1
C 0.41096 1.56820 5.12503
C 0.68806 2.74179 4.19201
C 1.71259 2.41374 3.10709
C 1.18689 1.40362 2.08146
N 2.10515 1.29539 0.95320
C 2.83473 0.04861 0.88652
C 3.76668 -0.13339 2.08088
C 1.56791 1.74914 -0.31745
C 0.56816 0.82246 -0.98500
C 0.89986 -0.13327 -1.89327
C 2.26597 -0.38920 -2.45655
N -0.05012 -0.97273 -2.40746
C -1.37146 -0.91738 -2.07672
C -1.78894 0.07027 -1.19402
C -3.15379 0.16915 -0.84572
C -4.06942 -0.69163 -1.36175
C -3.67571 -1.71200 -2.26216
C -4.61857 -2.60811 -2.80123
C -4.24052 -3.59473 -3.67020
C -2.89604 -3.72535 -4.03416
C -1.95503 -2.86860 -3.52689
C -2.31178 -1.84059 -2.63293
C -0.83221 1.01848 -0.61452
O -1.20261 1.92723 0.12452
H -0.05092 0.74509 4.58625
H -0.26338 1.87010 5.92371
H 1.33606 1.21210 5.57486
H -0.24464 3.05555 3.71881
H 1.06018 3.58209 4.78372
H 2.62699 2.03848 3.56892
H 1.96742 3.32824 2.56824
H 1.04333 0.42305 2.54783
H 0.21099 1.74956 1.73722
H 3.44750 0.07700 -0.01715
H 2.16184 -0.82840 0.81513
H 4.38496 -1.01640 1.93250
H 3.20763 -0.25902 3.00348
H 4.41167 0.73549 2.17866
H 2.41288 1.94884 -0.98324
H 1.05544 2.69461 -0.12511
H 2.19565 -0.56385 -3.53041
H 2.92890 0.45264 -2.29158
H 2.70937 -1.27243 -1.99648
H 0.25154 -1.66798 -3.07411
H -3.42838 0.95478 -0.15841
H -5.11331 -0.61516 -1.09622
H -5.65397 -2.49968 -2.51233
H -4.97199 -4.27632 -4.07802
H -2.60156 -4.50723 -4.71853
H -0.92496 -3.00225 -3.82842
*
```

***

[3]
The following is a DFT calculation (ωB97M-V with the def2-TZVPD basis set) of the molecule C21H26N2O3.

Results
electronic energy = -31321.4698 eV
SMILES = COc1ccc(CCC(=O)N2CCN(c3ccccc3)CC2)cc1OC
molar mass = 354.4 u
maximum force = 0.011 Eh/bohr

Geometry as ORCA input:
```
! RIJCOSX wB97M-V def2-TZVPD def2/J DEFGRID3
* xyz 0 1
C -0.34418 3.25420 1.73503
O -0.11766 2.03897 2.40408
C -0.80423 0.93761 1.99205
C -1.75384 0.91400 0.98460
C -2.37601 -0.27457 0.62536
C -2.05038 -1.46072 1.25545
C -2.62737 -2.76460 0.78442
C -1.74509 -3.40103 -0.31031
C -1.68447 -2.45653 -1.49648
O -2.56891 -2.47476 -2.33501
N -0.66119 -1.56960 -1.58272
C 0.45493 -1.39902 -0.68105
C 1.75584 -1.21772 -1.48104
N 1.64869 -0.07461 -2.36300
C 1.82824 1.20166 -1.83164
C 1.06334 2.30226 -2.23291
C 1.31092 3.56679 -1.73096
C 2.32091 3.78177 -0.81111
C 3.09660 2.70575 -0.41421
C 2.86097 1.44293 -0.91685
C 0.56941 -0.32197 -3.29783
C -0.76259 -0.50443 -2.56722
C -1.11712 -1.43865 2.29059
C -0.49684 -0.26278 2.67217
O 0.42838 -0.15095 3.66740
C 0.74730 -1.29686 4.41362
H -0.08906 3.18339 0.67211
H -1.38210 3.58715 1.84280
H 0.31579 3.97687 2.21178
H -2.01740 1.82140 0.46472
H -3.10912 -0.27084 -0.16714
H -2.71379 -3.46627 1.61649
H -3.62089 -2.59943 0.36486
H -0.76568 -3.65429 0.08998
H -2.22787 -4.31648 -0.65627
H 0.55292 -2.25305 -0.01584
H 0.30198 -0.49964 -0.06997
H 2.58564 -1.10219 -0.78743
H 1.94087 -2.10384 -2.09639
H 0.25876 2.19070 -2.94193
H 0.69599 4.39214 -2.06163
H 2.50346 4.76877 -0.41489
H 3.89979 2.85064 0.29328
H 3.50684 0.63831 -0.60211
H 0.50520 0.48511 -4.02635
H 0.81344 -1.24164 -3.83933
H -1.56023 -0.77189 -3.26163
H -1.02942 0.42450 -2.04765
H -0.87989 -2.36468 2.79140
H -0.13374 -1.71130 4.91524
H 1.46564 -0.96847 5.16309
H 1.20721 -2.07212 3.79040
*
```

***

[4]
The following is a DFT calculation (ωB97M-V with the def2-TZVPD basis set) of the molecule C21H26N2O4.

Results
electronic energy = -33370.0812 eV
SMILES = COc1ccc(CCNC(=O)CC(=O)NCCc2ccc(OC)cc2)cc1
molar mass = 370.4 u
maximum force = 0.010 Eh/bohr

Geometry as ORCA input:
```
! RIJCOSX wB97M-V def2-TZVPD def2/J DEFGRID3
* xyz 0 1
C -5.02504 -2.42447 -0.75825
O -4.00883 -1.98813 0.10898
C -3.65190 -0.66857 0.08343
C -2.65480 -0.28794 0.98237
C -2.23915 1.02428 1.04336
C -2.79353 1.99396 0.21264
C -2.30941 3.41421 0.26522
C -1.05805 3.60967 -0.61060
N 0.02161 2.75924 -0.17512
C 1.00865 3.19007 0.62296
O 1.12586 4.32744 1.02992
C 1.98913 2.08115 1.02346
C 2.52147 1.31861 -0.17437
O 1.78911 0.84406 -1.02372
N 3.86720 1.23425 -0.23439
C 4.53731 0.34537 -1.15462
C 4.82434 -1.01831 -0.49801
C 3.52653 -1.61964 -0.03938
C 3.05438 -1.40141 1.24969
C 1.80363 -1.83941 1.62988
C 0.98386 -2.50954 0.72218
O -0.24115 -2.88052 1.18481
C -1.12647 -3.51657 0.29374
C 1.45957 -2.75330 -0.56132
C 2.71486 -2.30548 -0.92899
C -3.77301 1.60289 -0.68581
C -4.20816 0.28919 -0.75456
H -5.14795 -3.48809 -0.55855
H -4.74737 -2.28526 -1.80849
H -5.97130 -1.90959 -0.56232
H -2.22204 -1.03876 1.62384
H -1.47657 1.30705 1.75411
H -2.05127 3.68299 1.29081
H -3.08720 4.09317 -0.08703
H -1.29133 3.38313 -1.65366
H -0.71864 4.64565 -0.52725
H 0.08660 1.81908 -0.54541
H 2.78762 2.52814 1.61498
H 1.44141 1.36577 1.64220
H 4.41054 1.57544 0.54294
H 5.46528 0.81350 -1.49275
H 3.86552 0.20786 -2.00414
H 5.31252 -1.66194 -1.23068
H 5.50077 -0.87856 0.34819
H 3.67245 -0.87905 1.96732
H 1.43096 -1.66602 2.62765
H -1.32491 -2.89347 -0.58311
H -0.74070 -4.49031 -0.02665
H -2.05535 -3.65526 0.84377
H 0.85792 -3.27707 -1.28679
H 3.06266 -2.48606 -1.93590
H -4.21736 2.33602 -1.34423
H -4.98026 0.03057 -1.46237
*
```